Entry 1:
The following is a quantum chemistry calculation of a structure of composition C7H7NO3, from the Open Molecules 2025 dataset.

Last column: natural (NBO) charge in e.
Cartesian coordinates (Å):
C  3.18056  -0.55127  0.36856  -0.283
C  0.89519  0.37726  -0.15844  0.320
C  0.40345  -0.90606  -0.10178  -0.273
C  -1.01491  -1.00081  -0.35112  -0.221
C  -1.73233  0.09010  -0.16475  0.072
C  -1.26771  1.55124  0.13100  -0.197
C  0.01946  1.56103  0.06551  -0.249
H  4.15169  -0.13388  0.12172  0.217
H  2.65348  -0.67122  1.50725  0.241
H  3.00436  -1.84532  -0.14505  0.190
H  1.20449  -1.74667  -0.12990  0.231
H  -1.26265  -1.93434  -0.26222  0.238
H  -1.95003  2.46003  -0.15060  0.281
H  0.50292  2.61177  -0.04102  0.235
N  -3.30994  -0.14313  -0.13793  0.506
O  2.26491  0.60575  -0.60251  -0.551
O  -3.91976  0.94332  0.02801  -0.389
O  -3.82318  -1.26780  0.02326  -0.368

Its energy above the lowest of the compared OMol25 structures with the same formula, charge and spin is 913.0 kJ/mol. Its orbital gap is 8.83 eV. The value obtained for the total energy is -551.09775 Ha. The HOMO energy is -9.2 eV. As for the net charge: 0. For the molar mass, the calculation gives 153.1 Da.

=====

Entry 2:
The following is a quantum chemistry calculation of a cluster of 2 separate species, C7H7NS2 in total, from the Open Molecules 2025 dataset.

Last column: natural (NBO) charge in e.
Cartesian coordinates (Å):
C  -2.48796  -0.45386  -1.49462  -0.273
C  -1.25123  -0.72713  -0.91634  -0.298
C  -3.36677  0.29430  -0.67983  -0.414
C  -1.14919  -0.17442  0.44001  0.042
C  3.58949  -0.28476  0.43720  -0.343
C  2.66790  0.62768  0.80105  -0.328
C  1.41637  0.65993  0.10915  -0.078
N  -0.20286  -0.39890  1.26795  -0.682
S  0.76022  1.13223  -1.21778  0.309
S  -2.67158  0.70991  0.82459  0.334
H  -3.01112  -0.87942  -2.30962  0.229
H  -0.43812  -1.38253  -1.03010  0.241
H  -4.36296  0.71689  -0.72659  0.237
H  4.39182  -0.34622  1.07477  0.198
H  3.63281  -0.77429  -0.55426  0.212
H  2.76222  1.22450  1.77421  0.247
H  -0.27902  0.05611  2.20022  0.365

Its energy above the lowest of the compared OMol25 structures with the same formula, charge and spin is 495.1 kJ/mol. Its orbital gap (spin up / spin down) is 6.46 / 6.41 eV. The value obtained for the total energy is -1121.88637 Ha. The HOMO energy (spin up / spin down) is -7.0 / -6.9 eV. As for the net charge: 0. For the molar mass, the calculation gives 169.3 Da.